{"formula": "C8H18N2", "method": "wB97M-V/def2-TZVPD", "species": ["C", "C", "C", "C", "C", "C", "C", "C", "N", "N", "H", "H", "H", "H", "H", "H", "H", "H", "H", "H", "H", "H", "H", "H", "H", "H", "H", "H"], "coordinates": [[1.916164, 0.369907, -1.408390], [1.123270, -0.241507, -0.495422], [1.661608, -1.509049, 0.128755], [-0.580989, -0.113096, -0.558924], [-1.250228, -1.444861, -0.922421], [-1.018206, 0.925760, -1.610856], [-0.855965, 0.425096, 0.867718], [-1.341737, -0.579508, 1.909832], [0.521677, 0.957899, 1.357986], [0.901826, 2.280901, 1.028554], [1.630919, 1.273722, -1.933916], [2.876739, -0.047330, -1.691954], [2.164831, -2.133947, -0.614184], [2.400163, -1.257754, 0.897615], [0.903417, -2.116162, 0.621731], [-0.886238, -1.796508, -1.895597], [-2.341137, -1.341850, -0.986866], [-1.057925, -2.241654, -0.199602], [-2.109272, 0.929877, -1.732759], [-0.717988, 1.943772, -1.344870], [-0.561532, 0.708633, -2.584999], [-1.534247, 1.285354, 0.863229], [-2.321461, -0.978153, 1.629122], [-1.413342, -0.111905, 2.897731], [-0.677035, -1.439792, 2.012583], [1.196027, 0.359840, 1.834167], [0.570696, 2.838684, 0.239108], [0.799966, 3.053630, 1.692628]], "forces_ev_per_a": [[-0.96, -0.18, 0.62], [-1.90, -0.98, -3.31], [0.08, 0.08, 0.52], [2.20, 0.58, 0.24], [0.31, -0.16, 0.10], [0.39, -0.03, -0.05], [2.28, 0.24, 1.42], [-0.21, -0.08, -0.09], [-2.88, 1.57, -0.30], [1.10, 1.31, 0.57], [-0.18, -0.16, -0.09], [0.21, 0.21, 0.50], [-0.08, 0.08, 0.07], [0.04, -0.08, -0.07], [-0.02, 0.01, -0.07], [-0.08, 0.13, 0.13], [0.19, 0.14, -0.01], [0.04, 0.11, -0.05], [0.18, -0.07, 0.11], [0.01, -0.12, 0.04], [-0.19, -0.05, 0.19], [0.17, -0.06, -0.03], [0.05, 0.06, 0.09], [-0.07, 0.02, -0.26], [0.09, 0.08, -0.09], [-0.37, 0.71, -0.50], [-0.17, -2.08, -0.87], [-0.22, -1.29, 1.19]], "gap_ev": 8.43, "smiles": "C=C(C)C(C)(C)[C@@H](C)NN", "relative_energy_kcal_mol": 86.21, "e_lumo_ev": 0.932, "largest_force_ev_per_a": 3.94}


{"formula": "C20H43O2P3Sc", "method": "wB97M-V/def2-TZVPD", "species": ["Sc", "P", "P", "P", "H", "C", "C", "H", "C", "C", "C", "C", "C", "C", "C", "C", "C", "H", "H", "H", "H", "H", "H", "H", "H", "H", "H", "H", "H", "H", "H", "H", "H", "H", "H", "H", "H", "H", "H", "H", "H", "H", "H", "H", "H", "H", "C", "C", "C", "C", "C", "C", "O", "H", "H", "H", "H", "H", "H", "C", "C", "C", "O", "H", "H", "H", "H", "H", "H"], "coordinates": [[-0.065815, -1.921061, -0.290345], [0.900353, 2.151160, 1.651331], [0.629217, -2.290084, 2.165887], [0.128283, 1.699500, -2.233189], [-1.869058, -3.539384, 1.208775], [-1.861188, -3.226880, 0.154425], [-0.948157, -3.783382, -0.767952], [-0.214714, -4.558892, -0.503942], [-0.324492, 3.260841, 2.360303], [1.836627, 1.450120, 3.020014], [2.115476, 3.082466, 0.710042], [0.286062, -4.015586, 2.656886], [2.328057, -2.113845, 2.828502], [-0.313054, -1.429244, 3.478189], [-0.834807, 1.195467, -3.711298], [1.240313, 2.959654, -2.981187], [-1.125159, 2.778044, -1.416807], [-2.839781, -2.830698, -0.181148], [-1.081369, -3.647253, -1.859170], [0.111634, 4.265354, 2.434175], [-0.599627, 2.893109, 3.358121], [-1.215300, 3.275674, 1.720983], [2.304383, 2.287181, 3.565490], [2.645866, 0.801065, 2.655903], [1.194476, 0.901012, 3.720832], [1.952502, 4.149439, 0.921884], [2.026457, 2.892671, -0.368054], [3.134815, 2.813792, 1.027779], [0.629353, -4.299058, 3.662747], [0.816493, -4.619483, 1.912499], [-0.789555, -4.202325, 2.590581], [2.287774, -1.791451, 3.880293], [2.875754, -1.367115, 2.241130], [2.856021, -3.076880, 2.770902], [0.192586, -1.573727, 4.443622], [-1.318760, -1.862722, 3.528434], [-0.401201, -0.357282, 3.265137], [-0.588664, 1.827306, -4.573389], [-1.916181, 1.237318, -3.528216], [-0.556667, 0.159028, -3.952025], [0.874791, 3.251007, -3.974628], [2.236328, 2.503702, -3.089387], [1.316838, 3.843733, -2.334215], [-1.709031, 3.314752, -2.177171], [-0.625031, 3.499552, -0.755950], [-1.800438, 2.152618, -0.815405], [-2.707940, -0.246038, -0.866587], [-3.747810, 0.294641, -0.067958], [-5.072285, 0.163973, -0.496038], [-5.369944, -0.446570, -1.720185], [-4.342042, -0.874183, -2.544700], [-3.016734, -0.771717, -2.144106], [-1.469487, -0.340874, -0.328463], [0.023868, 1.311817, 0.859091], [-3.489936, 0.724439, 0.899442], [-5.889037, 0.458626, 0.160025], [-6.416598, -0.559093, -2.018162], [-4.573719, -1.383070, -3.487668], [-2.227774, -1.148108, -2.791715], [3.285717, -0.608229, -2.662001], [2.909292, -0.797327, -1.235406], [3.862268, -0.319177, -0.192080], [1.801011, -1.347219, -0.921489], [4.382525, -0.597287, -2.764662], [2.890216, 0.351327, -3.044984], [2.886262, -1.428715, -3.271638], [3.474863, 0.572691, 0.330921], [4.063734, -1.111650, 0.541244], [4.821138, -0.037472, -0.654269]], "forces_ev_per_a": [[1.39, 6.69, -1.21], [-0.78, 0.69, 0.23], [0.26, -0.63, 2.85], [-0.19, 0.33, 0.17], [0.37, 0.31, -0.50], [-1.15, -3.78, -1.76], [-3.32, -1.22, 1.21], [0.06, 0.49, 0.33], [-0.04, 0.12, 0.09], [0.04, -0.61, 0.16], [0.21, 0.00, -0.56], [-0.05, -0.28, -0.62], [0.53, 0.25, -0.53], [-0.45, 0.43, -0.30], [0.06, -0.58, -0.27], [0.24, -0.12, -0.07], [0.02, -0.08, 0.11], [0.89, 0.64, -0.09], [-0.15, 0.17, 0.46], [-0.26, -0.20, 0.13], [0.00, 0.20, -0.22], [0.22, 0.14, 0.16], [-0.24, -0.13, -0.28], [-0.26, 0.18, 0.15], [0.26, 0.19, -0.19], [0.09, -0.29, -0.17], [-0.03, 0.17, 0.28], [-0.37, 0.10, -0.03], [0.01, 0.40, -0.30], [-0.17, -0.37, 0.29], [0.27, -0.21, 0.13], [-0.02, -0.19, -0.41], [0.04, -0.26, 0.33], [-0.11, 0.33, -0.06], [-0.19, -0.04, -0.32], [0.13, 0.23, 0.05], [-0.15, -0.27, 0.15], [-0.14, -0.16, 0.21], [0.33, -0.02, -0.02], [-0.24, 0.27, -0.21], [0.21, 0.14, 0.34], [-0.18, 0.41, -0.11], [0.06, -0.16, -0.27], [0.14, 0.02, 0.34], [-0.16, -0.01, -0.17], [0.10, 0.28, -0.22], [-1.25, 0.16, -0.12], [0.16, -0.54, -0.56], [0.29, -0.16, 0.10], [-0.32, 0.40, 0.27], [-0.07, -0.49, -0.42], [0.23, -0.04, 0.87], [1.97, -2.92, 0.28], [1.18, -0.07, 0.39], [-0.15, -0.11, -0.17], [0.22, 0.15, -0.17], [0.46, -0.01, 0.06], [0.09, 0.40, 0.31], [0.00, 0.06, 0.09], [0.24, -0.61, -0.09], [-1.18, -0.24, -0.17], [0.46, 0.05, 0.03], [1.54, 0.54, -0.16], [-0.45, 0.12, 0.01], [0.04, -0.30, 0.28], [-0.09, 0.33, 0.06], [-0.07, -0.40, -0.21], [-0.15, 0.19, -0.15], [-0.42, -0.08, 0.22]], "gap_ev": [4.58, 4.57], "relative_energy_kcal_mol": 15.23, "e_lumo_ev": [-11.343, -11.347], "largest_force_ev_per_a": 6.94, "charge": 3}


What did the first record say?
{"formula": "C8H18N2", "method": "wB97M-V/def2-TZVPD", "species": ["C", "C", "C", "C", "C", "C", "C", "C", "N", "N", "H", "H", "H", "H", "H", "H", "H", "H", "H", "H", "H", "H", "H", "H", "H", "H", "H", "H"], "coordinates": [[1.916164, 0.369907, -1.408390], [1.123270, -0.241507, -0.495422], [1.661608, -1.509049, 0.128755], [-0.580989, -0.113096, -0.558924], [-1.250228, -1.444861, -0.922421], [-1.018206, 0.925760, -1.610856], [-0.855965, 0.425096, 0.867718], [-1.341737, -0.579508, 1.909832], [0.521677, 0.957899, 1.357986], [0.901826, 2.280901, 1.028554], [1.630919, 1.273722, -1.933916], [2.876739, -0.047330, -1.691954], [2.164831, -2.133947, -0.614184], [2.400163, -1.257754, 0.897615], [0.903417, -2.116162, 0.621731], [-0.886238, -1.796508, -1.895597], [-2.341137, -1.341850, -0.986866], [-1.057925, -2.241654, -0.199602], [-2.109272, 0.929877, -1.732759], [-0.717988, 1.943772, -1.344870], [-0.561532, 0.708633, -2.584999], [-1.534247, 1.285354, 0.863229], [-2.321461, -0.978153, 1.629122], [-1.413342, -0.111905, 2.897731], [-0.677035, -1.439792, 2.012583], [1.196027, 0.359840, 1.834167], [0.570696, 2.838684, 0.239108], [0.799966, 3.053630, 1.692628]], "forces_ev_per_a": [[-0.96, -0.18, 0.62], [-1.90, -0.98, -3.31], [0.08, 0.08, 0.52], [2.20, 0.58, 0.24], [0.31, -0.16, 0.10], [0.39, -0.03, -0.05], [2.28, 0.24, 1.42], [-0.21, -0.08, -0.09], [-2.88, 1.57, -0.30], [1.10, 1.31, 0.57], [-0.18, -0.16, -0.09], [0.21, 0.21, 0.50], [-0.08, 0.08, 0.07], [0.04, -0.08, -0.07], [-0.02, 0.01, -0.07], [-0.08, 0.13, 0.13], [0.19, 0.14, -0.01], [0.04, 0.11, -0.05], [0.18, -0.07, 0.11], [0.01, -0.12, 0.04], [-0.19, -0.05, 0.19], [0.17, -0.06, -0.03], [0.05, 0.06, 0.09], [-0.07, 0.02, -0.26], [0.09, 0.08, -0.09], [-0.37, 0.71, -0.50], [-0.17, -2.08, -0.87], [-0.22, -1.29, 1.19]], "gap_ev": 8.43, "smiles": "C=C(C)C(C)(C)[C@@H](C)NN", "relative_energy_kcal_mol": 86.21, "e_lumo_ev": 0.932, "largest_force_ev_per_a": 3.94}